(1)
24
Properties=species:S:1:pos:R:3 method="wB97M-V/def2-TZVPD" charge=+1 s2=0.764 multiplicity=2 orbital_gap_ha="0.3782 / 0.1791" homo_ev="-13.562 / -13.557" e_above_lowest_ev=0.935
C 2.16 -1.34 -0.27
C -0.99 -2.00 1.73
C 0.74 -1.73 0.05
O 0.01 -2.24 -0.79
N 0.30 -1.49 1.31
H 2.82 -1.41 0.59
H 0.91 -1.27 2.08
H -0.96 -2.39 2.75
H 2.44 -2.02 -1.07
H 2.29 -0.34 -0.70
H -1.80 -1.25 1.80
H -1.35 -2.74 1.03
C -0.21 1.37 -2.55
C -0.76 1.97 1.14
C -0.83 2.29 -0.31
O -1.18 3.31 -0.79
N -0.43 1.20 -1.15
H -0.19 0.28 -0.80
H 0.65 0.76 -2.81
H -1.34 2.70 1.69
H -1.07 0.89 -3.06
H -0.23 2.41 -2.86
H -1.21 1.01 1.39
H 0.23 2.03 1.59



(2)
25
Properties=species:S:1:pos:R:3 method="wB97M-V/def2-TZVPD" charge=+1 orbital_gap_ha=0.3280 homo_ev=-12.268 e_above_lowest_ev=1.782
Rb 30.86 16.09 -2.24
C 28.16 16.15 -4.72
O 28.91 15.19 -4.71
N 28.58 17.38 -5.09
C 27.64 18.42 -5.44
C 29.94 17.54 -5.55
H 27.11 16.12 -4.41
H 28.04 19.43 -5.51
H 26.83 18.44 -4.71
H 27.24 18.26 -6.45
H 30.24 18.57 -5.39
H 30.57 16.83 -5.02
H 30.11 17.26 -6.60
C 27.10 16.63 -0.93
O 27.93 16.45 -1.81
N 27.36 16.41 0.38
C 28.57 15.78 0.82
C 26.34 16.69 1.38
H 26.10 17.05 -1.08
H 29.00 16.30 1.67
H 29.35 15.66 0.06
H 28.44 14.74 1.17
H 25.37 17.00 1.00
H 26.20 15.81 2.01
H 26.66 17.54 1.99